C2H6FNOS | ωB97M-V with the def2-TZVPD basis set

Computed properties:
Relative energy (zero: lowest compared OMol25 entry of this formula, charge and spin): 134.8 kJ/mol
Spin multiplicity: 3
HOMO level (spin up / spin down): -0.2101 / -0.3688 Ha
Calculated total energy: -19255.219 eV
Largest force on an atom: 0.10280 Eh/bohr
Kohn-Sham gap (spin up / spin down): 0.24259 / 0.24045 Ha

Structure (XYZ):
```
12
Properties=species:S:1:pos:R:3:mulliken_spin:R:1
S 1.64 -0.25 0.70 0.93
F 0.82 -0.93 2.03 0.15
O 1.92 1.17 1.31 0.75
N 0.35 0.04 -0.39 0.14
C -0.59 1.10 0.13 0.02
C -0.24 -1.14 -0.98 0.02
H -0.23 2.09 0.12 0.00
H -0.25 -0.91 -1.99 0.00
H 0.31 -1.93 -0.77 -0.02
H -1.05 0.86 1.03 0.00
H -1.32 -1.33 -0.54 0.01
H -1.37 1.23 -0.65 0.00
```